Here is 2 unconnected molecules or ions with the total composition C5H15N2O at a distorted geometry from OMol25. Energies are from ωB97M-V/def2-TZVPD.

Its HOMO energy is -13.78 eV. As for the energy relative to the best compared isomer or geometry (same formula, charge and spin): 42.7 kJ/mol. Its net charge is +1. Its gap between HOMO and LUMO is 0.403 Ha. The total energy is -10450.1182 eV.

XYZ file:
```
23
Properties=species:S:1:pos:R:3:nbo_charge:R:1
C -0.80 1.92 0.16 -0.245
N 0.39 2.34 0.88 -0.877
C -0.77 0.42 -0.03 -0.036
N 0.62 0.00 -0.49 -0.537
C 1.00 -1.36 0.12 -0.200
C 0.18 -1.36 1.39 -0.443
C -1.02 -0.42 1.27 -0.415
H -0.70 2.33 -0.85 0.206
H -1.73 2.31 0.58 0.222
H 0.63 3.31 0.73 0.392
H 0.36 2.27 1.89 0.376
H -1.34 0.08 -0.89 0.220
H 1.27 0.77 -0.30 0.452
H 0.57 -0.15 -1.51 0.458
H 2.08 -1.27 0.22 0.233
H 0.74 -2.08 -0.64 0.229
H -0.02 -2.38 1.67 0.247
H 0.81 -1.04 2.22 0.230
H -1.92 -0.95 1.09 0.241
H -1.01 0.29 2.10 0.226
H 0.45 -1.15 -3.72 0.497
H -0.15 -2.34 -3.03 0.500
O 0.36 -1.54 -2.84 -0.978
```